{
  "formula": "C4H8N2O",
  "method": "ωB97M-V/def2-TZVPD",
  "total_energy_ha": -341.883503,
  "relative_energy_kj_mol": 315.4,
  "multiplicity": 1,
  "smiles": "[H]/N=C/C(=C)/C=N/[H].O",
  "gap_ev": 9.593,
  "elements": ["H", "N", "C", "C", "C", "C", "N", "H", "H", "H", "H", "H", "O", "H", "H"],
  "positions_angstrom": [[-0.13158, -3.35972, 0.07853], [-0.03659, -2.29633, -0.17903], [-0.04576, -1.46608, 0.76133], [0.41878, -0.10460, 0.56107], [0.53638, 0.69767, 1.64671], [0.85020, 0.12269, -0.82368], [1.68448, 1.02850, -1.07766], [1.77814, 1.02790, -2.06117], [-0.57125, -1.60150, 1.73901], [0.11800, 0.34585, 2.58336], [0.69519, 1.79140, 1.59611], [0.36996, -0.59345, -1.43544], [-1.70760, 1.37741, -1.47256], [-2.59618, 1.15452, -1.19353], [-1.36216, 1.87574, -0.72306]],
  "atomic_forces_ev_per_a": [[-0.7, 2.8, -0.3], [1.1, -3.5, -0.2], [-1.7, -0.2, 1.5], [0.7, 0.6, 1.2], [-1.3, 0.5, -1.2], [-0.1, 0.8, 1.9], [-0.1, 0.2, 0.4], [0.7, 0.3, -1.6], [0.8, -0.5, -0.2], [0.3, -0.1, 0.1], [0.6, -0.9, -0.1], [-0.1, -0.3, -1.5], [0.1, 0.1, 0.1], [-0.3, -0.1, -0.1], [0.2, 0.0, -0.1]],
  "nbo_charge": [0.364, -0.639, 0.121, -0.155, -0.302, 0.101, -0.587, 0.332, 0.149, 0.191, 0.216, 0.202, -0.932, 0.468, 0.471]
}



{
  "formula": "C19H20FN6S2V",
  "method": "ωB97M-V/def2-TZVPD",
  "total_charge": -1,
  "total_energy_ha": -2904.883619,
  "relative_energy_kj_mol": 0.0,
  "multiplicity": 4,
  "gap_ev": [6.111, 6.706],
  "elements": ["V", "N", "C", "S", "N", "N", "C", "C", "C", "C", "C", "C", "N", "H", "H", "H", "H", "H", "H", "H", "F", "C", "C", "C", "C", "C", "C", "H", "H", "H", "H", "N", "N", "H", "H", "H", "H", "S", "C", "C", "C", "C", "C", "C", "H", "H", "H", "H", "H"],
  "positions_angstrom": [[-0.27928, 0.33794, -0.34995], [-4.02359, -0.41051, -2.65983], [-2.97144, -0.12830, -1.81951], [-1.38466, -0.33527, -2.47361], [-3.29981, 0.25923, -0.61260], [-2.21150, 0.48374, 0.17723], [-2.47343, 0.80573, 1.41139], [-1.35989, 1.00569, 2.29433], [-1.51727, 1.39359, 3.63536], [-0.40687, 1.53676, 4.43075], [0.85619, 1.28976, 3.88896], [0.93226, 0.92217, 2.56314], [-0.13411, 0.79672, 1.77456], [-3.80814, -0.36427, -3.64068], [-4.90507, -0.01179, -2.37509], [-3.49902, 0.87318, 1.75664], [-2.51386, 1.56529, 4.02003], [-0.51010, 1.83184, 5.46747], [1.75575, 1.37341, 4.48176], [1.88353, 0.70418, 2.09221], [1.05002, 6.41312, -1.53039], [0.74354, 5.09861, -1.30397], [1.54141, 4.11950, -1.85239], [1.21116, 2.78708, -1.60649], [0.11337, 2.39140, -0.82860], [-0.64940, 3.44903, -0.30841], [-0.35815, 4.79131, -0.53414], [2.39384, 4.39635, -2.46114], [1.84570, 2.03416, -2.06659], [-1.52167, 3.22499, 0.30176], [-0.96912, 5.58685, -0.12434], [3.02933, 0.10585, -0.76822], [1.74793, -0.51353, -0.93697], [3.65035, -0.52284, -0.26965], [2.89347, 0.93587, -0.20284], [1.57177, -1.26457, -0.26162], [1.69594, -0.92199, -1.86355], [-0.11540, -2.14712, 0.97472], [0.42572, -3.55691, 0.06499], [-0.49509, -4.51294, -0.38349], [-0.09130, -5.63593, -1.08486], [1.25174, -5.85196, -1.36990], [2.18288, -4.92296, -0.92809], [1.77622, -3.80146, -0.22028], [-1.54587, -4.35047, -0.18036], [-0.83748, -6.34843, -1.41832], [1.56406, -6.72981, -1.92184], [3.23853, -5.07111, -1.12634], [2.52682, -3.11119, 0.14875]],
  "atomic_forces_ev_per_a": [[0.3, -0.9, 0.0], [-0.1, 0.1, 0.1], [0.3, -0.1, -0.4], [-0.1, 0.0, 0.1], [0.0, 0.0, 0.0], [-0.4, 0.2, 0.2], [-0.1, -0.1, -0.1], [0.1, 0.1, 0.3], [-0.1, -0.1, -0.2], [0.1, 0.0, 0.0], [-0.1, 0.0, 0.0], [0.0, 0.0, -0.1], [0.0, 0.1, -0.1], [0.0, 0.0, 0.0], [0.0, 0.0, 0.0], [0.0, 0.0, 0.0], [0.0, 0.0, 0.0], [0.0, 0.0, 0.0], [0.0, 0.0, 0.0], [0.0, 0.0, 0.0], [0.0, 0.0, 0.0], [0.0, 0.0, 0.0], [0.0, 0.0, 0.0], [0.0, 0.0, -0.1], [0.1, 0.0, 0.1], [0.0, 0.0, 0.0], [0.0, 0.0, 0.0], [0.0, 0.0, 0.0], [0.0, 0.0, 0.0], [0.0, 0.0, 0.0], [0.0, 0.0, 0.0], [0.0, 0.0, 0.0], [-0.1, 0.2, -0.1], [0.0, 0.0, 0.0], [0.0, 0.0, -0.1], [0.1, 0.1, 0.0], [0.1, 0.1, 0.0], [0.1, 0.1, 0.0], [-0.1, 0.1, 0.0], [-0.1, 0.0, -0.1], [0.0, 0.0, 0.0], [0.0, 0.0, 0.0], [0.0, 0.0, 0.0], [0.0, 0.0, 0.1], [0.0, 0.0, 0.0], [0.0, 0.0, 0.0], [0.0, 0.0, 0.0], [0.0, 0.0, 0.0], [0.0, 0.0, 0.0]],
  "mulliken_spin": [2.807, 0.000, 0.023, -0.027, -0.009, -0.016, 0.085, 0.099, 0.023, 0.018, 0.041, 0.028, 0.012, 0.001, 0.000, 0.013, -0.002, 0.002, 0.003, 0.003, 0.001, 0.025, -0.012, -0.016, -0.156, 0.028, -0.010, -0.001, 0.004, 0.014, -0.002, 0.018, 0.018, -0.003, 0.007, -0.013, 0.006, -0.012, -0.002, -0.002, 0.001, -0.002, 0.001, 0.002, 0.001, 0.000, 0.000, 0.000, -0.001]
}



{
  "formula": "C19H18NS2TaTe",
  "method": "ωB97M-V/def2-TZVPD",
  "total_charge": 2,
  "total_energy_ha": -1910.336514,
  "multiplicity": 1,
  "gap_ev": 6.116,
  "elements": ["Ta", "S", "C", "N", "C", "C", "C", "C", "C", "C", "S", "H", "H", "H", "H", "C", "C", "C", "C", "C", "C", "H", "H", "H", "H", "H", "H", "H", "H", "H", "Te", "C", "C", "C", "C", "C", "C", "H", "H", "H", "H", "H"],
  "positions_angstrom": [[0.07070, 0.11101, -0.36256], [-0.59226, -2.07672, -0.98260], [1.12005, -1.87865, -1.46846], [1.72911, -0.71970, -1.15364], [3.07655, -0.68218, -1.55685], [3.97289, 0.36374, -1.39362], [5.25018, 0.17590, -1.88463], [5.62048, -1.01743, -2.51988], [4.72773, -2.05794, -2.68315], [3.43960, -1.86963, -2.18950], [2.09280, -2.97904, -2.27208], [3.69107, 1.28578, -0.90264], [5.97992, 0.96657, -1.77704], [6.62890, -1.12498, -2.89540], [5.02087, -2.97290, -3.17927], [-0.54836, 2.13279, 4.59931], [-0.34125, 0.65786, 4.19185], [-1.51857, -0.21236, 4.67960], [0.99524, 0.11477, 4.73527], [-0.29908, 0.60845, 2.74731], [-0.25783, 0.57896, 1.51314], [-0.57829, 2.17015, 5.68824], [-1.48972, 2.52365, 4.21529], [0.27031, 2.76394, 4.25539], [-1.55133, -0.13584, 5.76642], [-1.37563, -1.25832, 4.41121], [-2.47029, 0.13636, 4.28119], [0.96330, 0.18532, 5.82248], [1.84361, 0.69865, 4.37976], [1.13542, -0.93072, 4.46319], [-0.55426, 1.75138, -2.26805], [-1.69634, 3.34020, -1.56682], [-1.38545, 3.99068, -0.37543], [-2.17790, 5.06088, 0.00983], [-3.24744, 5.45868, -0.78273], [-3.53501, 4.80157, -1.96812], [-2.75486, 3.72693, -2.38064], [-0.54225, 3.68421, 0.22876], [-1.95256, 5.58679, 0.92788], [-3.85680, 6.29705, -0.47256], [-4.36444, 5.12490, -2.58227], [-2.98260, 3.22298, -3.31046]],
  "atomic_forces_ev_per_a": [[-0.5, -0.4, -0.9], [0.3, -0.1, -0.2], [-0.6, 0.2, 0.3], [0.9, 0.1, 0.1], [-0.3, -0.1, 0.0], [0.1, 0.0, 0.0], [0.0, -0.1, 0.0], [0.0, 0.1, 0.0], [-0.1, 0.0, 0.0], [0.2, 0.0, -0.1], [0.1, -0.2, -0.1], [0.0, 0.0, 0.0], [0.0, 0.0, 0.0], [0.0, 0.0, 0.0], [0.0, 0.0, 0.0], [0.0, 0.0, 0.1], [-0.1, 0.0, -0.2], [0.0, 0.0, 0.0], [0.0, 0.0, 0.1], [0.0, 0.0, 0.0], [0.1, 0.3, 0.8], [0.0, 0.0, 0.0], [0.0, 0.0, 0.0], [0.0, 0.0, 0.0], [0.0, 0.0, 0.0], [0.0, 0.0, 0.0], [0.0, 0.0, 0.0], [0.0, 0.0, 0.0], [0.0, 0.0, 0.0], [0.0, 0.0, 0.0], [0.2, -0.2, -0.3], [-0.2, 0.2, 0.2], [-0.1, 0.0, -0.1], [0.1, -0.1, 0.0], [0.0, 0.1, 0.1], [0.0, -0.1, -0.1], [-0.1, 0.2, 0.2], [0.0, 0.0, 0.0], [0.0, 0.0, 0.0], [0.0, 0.0, 0.0], [0.0, 0.0, 0.0], [0.0, 0.0, 0.0]],
  "nbo_charge": [1.576, 0.081, -0.145, -0.663, 0.180, -0.231, -0.151, -0.157, -0.181, -0.245, 0.684, 0.241, 0.252, 0.255, 0.258, -0.580, -0.208, -0.581, -0.582, 0.483, -0.776, 0.245, 0.228, 0.225, 0.244, 0.226, 0.229, 0.246, 0.224, 0.224, 0.449, -0.250, -0.238, -0.182, -0.159, -0.174, -0.230, 0.219, 0.239, 0.244, 0.246, 0.238]
}